Here is an isolated molecule of C5H5N3O4 in a non-equilibrium geometry from the Open Molecules 2025 dataset. Energies are from ωB97M-V with the def2-TZVPD basis set.

Each line ends with the natural charge from an NBO analysis.
Geometry (Å):
C 0.19 -2.26 -0.10  -0.605
C 0.84 -0.96 -0.15  0.202
C -1.01 -2.76 -0.09  0.827
C -0.87 0.78 0.22  0.185
C 1.68 1.21 0.14  -0.391
N 0.46 0.32 0.07  -0.265
N -1.73 -0.18 0.43  -0.032
N -1.10 2.09 -0.27  0.485
O -2.97 -0.14 0.68  -0.399
O -2.05 2.74 0.06  -0.338
O -1.92 -3.47 -0.18  -0.371
O -0.31 2.55 -1.10  -0.449
H 1.03 -3.04 -0.09  0.283
H 1.86 -1.00 -0.03  0.192
H 2.47 0.54 0.62  0.198
H 2.03 1.47 -0.88  0.237
H 1.43 2.12 0.66  0.240

Results
E   -658.4718 Ha
Highest occupied orbital energy (spin up / spin down)   -8.44 / -8.44 eV
Frontier orbital gap (spin up / spin down)   7.2105 / 7.2125 eV

---

Here is a structure of composition C14H17IrN3O3 in a non-equilibrium geometry from the Open Molecules 2025 dataset. Energies are from ωB97M-V with the def2-TZVPD basis set.

Each line ends with the natural charge from an NBO analysis.
Geometry (Å):
N 0.68 2.47 0.34  -0.534
C 0.37 3.57 0.44  0.571
C 0.30 4.97 0.63  -0.768
H -0.76 5.26 0.60  0.320
H 0.87 5.46 -0.18  0.330
H 0.74 5.21 1.61  0.335
N 2.06 -1.32 0.00  -0.583
C 2.96 -1.93 -0.44  0.711
C 4.15 -2.71 -0.41  -0.772
H 4.89 -2.29 -1.12  0.357
H 3.89 -3.75 -0.68  0.367
H 4.50 -2.63 0.65  0.353
N -1.98 -1.63 0.33  -0.548
C -3.13 -1.80 0.44  0.574
C -4.44 -2.29 0.63  -0.774
H -4.41 -3.06 1.42  0.339
H -4.78 -2.71 -0.33  0.330
H -5.07 -1.45 0.94  0.323
Ir 0.52 -0.32 0.23  1.058
C 0.04 -1.54 1.65  0.542
O 0.08 -2.22 2.54  -0.245
C 1.44 0.60 1.65  0.532
O 2.08 0.82 2.59  -0.255
C 0.70 1.20 -1.72  -0.066
C -0.68 1.27 -1.53  -0.088
C -1.43 0.10 -1.52  -0.077
C -0.80 -1.13 -1.71  -0.057
C 0.57 -1.21 -1.90  -0.165
C 1.34 -0.02 -1.90  -0.100
H 1.32 2.08 -1.67  0.320
H -1.16 2.23 -1.34  0.309
H -2.51 0.15 -1.33  0.308
H -1.35 -2.06 -1.66  0.322
H 1.02 -2.19 -1.93  0.294
H 2.42 -0.03 -1.92  0.284
O -1.52 1.01 1.82  -0.866
H -1.88 0.29 2.40  0.513
H -1.04 1.60 2.39  0.507

Results
E   -1035.8371 Ha
Total charge   +4
Highest occupied orbital energy (spin up / spin down)   -22.14 / -24.33 eV
Frontier orbital gap (spin up / spin down)   7.5434 / 4.7142 eV
Spin multiplicity   6

---

> What is the formula in the first record?

C5H5N3O4

---

> Look up the E of the second one.

-1035.8371 Ha

---

Please write out number 1 again, unchanged.
Here is an isolated molecule of C5H5N3O4 in a non-equilibrium geometry from the Open Molecules 2025 dataset. Energies are from ωB97M-V with the def2-TZVPD basis set.

Each line ends with the natural charge from an NBO analysis.
Geometry (Å):
C 0.19 -2.26 -0.10  -0.605
C 0.84 -0.96 -0.15  0.202
C -1.01 -2.76 -0.09  0.827
C -0.87 0.78 0.22  0.185
C 1.68 1.21 0.14  -0.391
N 0.46 0.32 0.07  -0.265
N -1.73 -0.18 0.43  -0.032
N -1.10 2.09 -0.27  0.485
O -2.97 -0.14 0.68  -0.399
O -2.05 2.74 0.06  -0.338
O -1.92 -3.47 -0.18  -0.371
O -0.31 2.55 -1.10  -0.449
H 1.03 -3.04 -0.09  0.283
H 1.86 -1.00 -0.03  0.192
H 2.47 0.54 0.62  0.198
H 2.03 1.47 -0.88  0.237
H 1.43 2.12 0.66  0.240

Results
E   -658.4718 Ha
Highest occupied orbital energy (spin up / spin down)   -8.44 / -8.44 eV
Frontier orbital gap (spin up / spin down)   7.2105 / 7.2125 eV

---

> What is the E in the first record?

-658.4718 Ha